[1]
Density functional theory data (wB97M-V/def2-TZVPD) for 2 unconnected molecules or ions with the total composition C6H15N2 in a non-equilibrium geometry.

Each atom is followed by the atoms it is bonded to, with distances in Å.
Element x y z (Å)
1 C -1.41 -0.72 -0.73  C2 1.429, N7 1.206
2 C -0.97 -1.91 -1.38  C1 1.429, H9 1.107, H10 1.092, H11 1.126
3 C 0.16 -0.38 1.94  C6 1.491, H12 1.147, H13 1.125, H14 1.142
4 C -0.76 1.69 0.72  C6 1.484, H15 1.115, H16 1.077, H17 1.181
5 C 1.89 0.05 -1.06  N8 1.393, H18 1.090, H19 1.143, H20 1.089
6 C 0.07 0.45 0.70  C3 1.491, C4 1.484, N8 1.532
7 N -2.35 0.01 -0.94  C1 1.206, H21 0.998
8 N 1.44 0.72 0.07  C5 1.393, C6 1.532, H22 1.081, H23 0.964
9 H -0.69 -2.51 -0.49  C2 1.107
10 H -1.85 -2.26 -1.92  C2 1.092
11 H 0.04 -1.74 -1.85  C2 1.126
12 H 0.55 -1.41 1.63  C3 1.147
13 H -0.80 -0.70 2.42  C3 1.125
14 H 0.92 0.02 2.69  C3 1.142
15 H -0.56 2.39 1.56  C4 1.115
16 H -0.75 2.26 -0.19  C4 1.077
17 H -1.86 1.30 0.87  C4 1.181
18 H 2.36 -0.93 -0.93  C5 1.090
19 H 1.02 -0.08 -1.78  C5 1.143
20 H 2.60 0.71 -1.57  C5 1.089
21 H -2.66 0.83 -0.48  N7 0.998
22 H 2.15 0.56 0.87  N8 1.081
23 H 1.48 1.66 -0.15  N8 0.964

Its HOMO energy (spin up / spin down) is -11.94 / -11.94 eV. As for the total energy: -9434.97747 eV. The HOMO-LUMO gap (spin up / spin down) comes out at 0.318 / 0.318 Ha. Its total charge is +1. The lowest unoccupied orbital energy (spin up / spin down) comes out at -0.1206 / -0.1206 Ha.

[2]
Density functional theory data (wB97M-V/def2-TZVPD) for 2 unconnected molecules or ions with the total composition C6H15N2PS2 in a non-equilibrium geometry.

Each atom is followed by the atoms it is bonded to, with distances in Å.
Element x y z (Å)
1 C -2.90 1.05 -0.08  C2 1.525, C3 1.525, H12 1.093, H13 1.094
2 C -1.81 1.39 0.93  C1 1.525, C4 1.528, H14 1.092, H15 1.092
3 C -2.62 -0.30 -0.73  C1 1.525, C5 1.528, H16 1.092, H17 1.091
4 C -0.43 1.38 0.27  C2 1.528, C6 1.520, H18 1.093, H19 1.092
5 C -1.25 -0.28 -1.42  C3 1.528, C6 1.521, H20 1.091, H21 1.093
6 C -0.18 0.04 -0.39  C4 1.520, C5 1.521, S11 1.847, H22 1.091
7 N 2.02 -0.18 1.63  P9 1.556, H23 1.010
8 N 3.76 -2.84 0.03  H24 1.013, H25 1.014, H26 1.018
9 P 2.77 0.14 0.31  N7 1.556, S10 1.946, S11 2.065
10 S 4.59 0.72 -0.04  P9 1.946
11 S 1.44 0.07 -1.28  C6 1.847, P9 2.065
12 H -3.87 1.03 0.41  C1 1.093
13 H -2.93 1.82 -0.86  C1 1.094
14 H -1.99 2.37 1.36  C2 1.092
15 H -1.83 0.66 1.74  C2 1.092
16 H -2.63 -1.08 0.03  C3 1.092
17 H -3.39 -0.54 -1.47  C3 1.091
18 H -0.38 2.17 -0.49  C4 1.093
19 H 0.33 1.58 1.02  C4 1.092
20 H -1.05 -1.24 -1.90  C5 1.091
21 H -1.25 0.49 -2.19  C5 1.093
22 H -0.10 -0.75 0.36  C6 1.091
23 H 2.62 -0.13 2.45  N7 1.010
24 H 2.77 -2.76 0.23  N8 1.013
25 H 4.29 -2.57 0.85  N8 1.014
26 H 4.01 -2.23 -0.75  N8 1.018

Its HOMO energy is -9.49 eV. As for the total energy: -40406.05522 eV. The HOMO-LUMO gap comes out at 0.349 Ha. Its total charge is 0. The lowest unoccupied orbital energy comes out at -0.0002 Ha.

[3]
Density functional theory data (wB97M-V/def2-TZVPD) for 2 unconnected molecules or ions with the total composition C6H15N3 in a non-equilibrium geometry.

Each atom is followed by the atoms it is bonded to, with distances in Å.
Element x y z (Å)
1 C 0.95 -1.66 -0.04  C2 1.317, C4 1.486, H10 1.065
2 C 0.39 -0.48 -0.09  C1 1.317, N9 1.485
3 C -1.75 -0.57 -0.05  N7 1.293, N8 1.302
4 C 2.44 -1.70 -0.05  C1 1.486, H11 1.032, H12 1.068, H13 1.036
5 C 0.30 1.75 -1.21  N9 1.516, H14 1.040, H15 1.186, H16 1.056
6 C 0.30 1.74 1.23  N9 1.503, H17 1.043, H18 1.157, H19 1.194
7 N -2.48 -0.79 -1.09  C3 1.293, H20 0.984, H21 0.995
8 N -2.13 -0.79 1.18  C3 1.302, H22 1.000, H23 1.042
9 N 0.74 0.96 0.01  C2 1.485, C5 1.516, C6 1.503, H24 1.085
10 H 0.21 -2.43 -0.06  C1 1.065
11 H 2.81 -2.30 -0.81  C4 1.032
12 H 2.76 -2.29 0.77  C4 1.068
13 H 2.99 -0.85 -0.29  C4 1.036
14 H -0.55 1.34 -1.65  C5 1.040
15 H -0.03 2.85 -0.90  C5 1.186
16 H 1.10 1.75 -1.89  C5 1.056
17 H 1.02 2.49 1.19  C6 1.043
18 H -0.83 1.99 1.25  C6 1.157
19 H 0.48 1.06 2.19  C6 1.194
20 H -2.36 -0.44 -2.00  N7 0.984
21 H -3.36 -1.23 -1.05  N7 0.995
22 H -1.66 -0.66 2.05  N8 1.000
23 H -3.13 -0.88 1.44  N8 1.042
24 H 1.80 1.14 -0.12  N9 1.085

Its HOMO energy is -18.59 eV. As for the total energy: -10914.64142 eV. The HOMO-LUMO gap comes out at 0.385 Ha. Its total charge is +2. The lowest unoccupied orbital energy comes out at -0.2978 Ha.

Number 3 is which compound?
C6H15N3

Please write out number 3 again, unchanged.
Density functional theory data (wB97M-V/def2-TZVPD) for 2 unconnected molecules or ions with the total composition C6H15N3 in a non-equilibrium geometry.

Each atom is followed by the atoms it is bonded to, with distances in Å.
Element x y z (Å)
1 C 0.95 -1.66 -0.04  C2 1.317, C4 1.486, H10 1.065
2 C 0.39 -0.48 -0.09  C1 1.317, N9 1.485
3 C -1.75 -0.57 -0.05  N7 1.293, N8 1.302
4 C 2.44 -1.70 -0.05  C1 1.486, H11 1.032, H12 1.068, H13 1.036
5 C 0.30 1.75 -1.21  N9 1.516, H14 1.040, H15 1.186, H16 1.056
6 C 0.30 1.74 1.23  N9 1.503, H17 1.043, H18 1.157, H19 1.194
7 N -2.48 -0.79 -1.09  C3 1.293, H20 0.984, H21 0.995
8 N -2.13 -0.79 1.18  C3 1.302, H22 1.000, H23 1.042
9 N 0.74 0.96 0.01  C2 1.485, C5 1.516, C6 1.503, H24 1.085
10 H 0.21 -2.43 -0.06  C1 1.065
11 H 2.81 -2.30 -0.81  C4 1.032
12 H 2.76 -2.29 0.77  C4 1.068
13 H 2.99 -0.85 -0.29  C4 1.036
14 H -0.55 1.34 -1.65  C5 1.040
15 H -0.03 2.85 -0.90  C5 1.186
16 H 1.10 1.75 -1.89  C5 1.056
17 H 1.02 2.49 1.19  C6 1.043
18 H -0.83 1.99 1.25  C6 1.157
19 H 0.48 1.06 2.19  C6 1.194
20 H -2.36 -0.44 -2.00  N7 0.984
21 H -3.36 -1.23 -1.05  N7 0.995
22 H -1.66 -0.66 2.05  N8 1.000
23 H -3.13 -0.88 1.44  N8 1.042
24 H 1.80 1.14 -0.12  N9 1.085

Its HOMO energy is -18.59 eV. As for the total energy: -10914.64142 eV. The HOMO-LUMO gap comes out at 0.385 Ha. Its total charge is +2. The lowest unoccupied orbital energy comes out at -0.2978 Ha.

What is the total charge in the second record?
0